This record from OMol25 describes 13 unconnected molecules or ions with the total composition C32H86N2O21. The level of theory is ωB97M-V/def2-TZVPD.

Last columns: bonded neighbours and bond lengths (Å).
Positions of all 141 atoms, in Å:
1 C -9.067 3.766 -1.893  C2 1.557, H8 1.090, H9 1.090, H10 1.089
2 C -7.673 3.082 -2.011  C1 1.557, O3 1.451, H11 1.090, H12 1.090
3 O -7.712 1.929 -1.130  C2 1.451, C4 1.337
4 C -6.624 1.300 -0.674  O3 1.337, O5 1.222, O6 1.367
5 O -5.467 1.585 -0.946  C4 1.222
6 O -7.089 0.314 0.151  C4 1.367, C7 1.417
7 C -6.229 -0.516 0.911  O6 1.417, H13 1.090, H14 1.090, H15 1.092
8 H -9.371 3.999 -0.873  C1 1.090
9 H -9.771 3.014 -2.251  C1 1.090
10 H -9.113 4.683 -2.479  C1 1.089
11 H -6.902 3.798 -1.726  C2 1.090
12 H -7.462 2.870 -3.059  C2 1.090
13 H -6.705 -1.487 1.052  C7 1.090
14 H -5.840 -0.116 1.847  C7 1.090
15 H -5.350 -0.885 0.379  C7 1.092
16 C -4.991 -4.055 0.475  C17 1.520, H23 1.091, H24 1.090, H25 1.090
17 C -4.504 -5.469 0.203  C16 1.520, O18 1.410, H26 1.090, H27 1.090
18 O -3.568 -5.828 1.195  C17 1.410, C19 1.369
19 C -3.518 -7.159 1.508  O18 1.369, O20 1.217, O21 1.336
20 O -4.203 -8.059 1.056  C19 1.217
21 O -2.730 -7.275 2.579  C19 1.336, C22 1.395
22 C -2.524 -8.489 3.236  O21 1.395, H28 1.090, H29 1.090, H30 1.090
23 H -5.717 -3.843 -0.311  C16 1.091
24 H -4.204 -3.302 0.444  C16 1.090
25 H -5.561 -3.968 1.400  C16 1.090
26 H -4.150 -5.521 -0.827  C17 1.090
27 H -5.399 -6.086 0.271  C17 1.090
28 H -2.566 -9.371 2.597  C22 1.090
29 H -3.162 -8.602 4.112  C22 1.090
30 H -1.490 -8.443 3.578  C22 1.090
31 C 4.400 3.707 0.299  C32 1.508, H38 1.091, H39 1.091, H40 1.091
32 C 5.361 4.325 1.283  C31 1.508, O33 1.433, H41 1.090, H42 1.089
33 O 6.635 4.079 0.676  C32 1.433, C34 1.311
34 C 7.383 3.022 0.881  O33 1.311, O35 1.221, O36 1.293
35 O 7.103 2.082 1.607  C34 1.221
36 O 8.417 3.008 0.104  C34 1.293, C37 1.422
37 C 8.883 4.042 -0.752  O36 1.422, H43 1.089, H44 1.091, H45 1.090
38 H 3.351 3.786 0.586  C31 1.091
39 H 4.481 2.639 0.091  C31 1.091
40 H 4.580 4.094 -0.704  C31 1.091
41 H 5.291 3.830 2.252  C32 1.090
42 H 5.248 5.402 1.401  C32 1.089
43 H 9.888 3.807 -1.099  C37 1.089
44 H 8.959 5.053 -0.349  C37 1.091
45 H 8.149 4.154 -1.551  C37 1.090
46 C 2.758 -2.864 -2.859  O47 1.388, H55 1.091, H56 1.092, H57 1.091
47 O 3.518 -2.337 -3.893  C46 1.388, C48 1.416
48 C 2.908 -1.227 -4.528  O47 1.416, C49 1.549, H58 1.091, H59 1.090
49 C 3.184 0.126 -3.826  C48 1.549, N50 1.414, H60 1.093, H61 1.091
50 N 4.577 0.369 -3.794  C49 1.414, C51 1.453, H62 1.012
51 C 5.095 1.187 -2.711  N50 1.453, C52 1.543, H63 1.092, H64 1.091
52 C 6.614 1.388 -2.891  C51 1.543, O53 1.422, H65 1.093, H66 1.090
53 O 7.336 0.163 -2.863  C52 1.422, C54 1.444
54 C 7.588 -0.258 -1.505  O53 1.444, H67 1.092, H68 1.089, H69 1.091
55 H 1.786 -3.177 -3.241  C46 1.091
56 H 2.738 -2.270 -1.942  C46 1.092
57 H 3.257 -3.725 -2.411  C46 1.091
58 H 1.831 -1.350 -4.649  C48 1.091
59 H 3.368 -1.175 -5.515  C48 1.090
60 H 2.760 0.059 -2.821  C49 1.093
61 H 2.652 0.833 -4.463  C49 1.091
62 H 4.998 -0.549 -3.736  N50 1.012
63 H 4.854 0.692 -1.767  C51 1.092
64 H 4.520 2.113 -2.741  C51 1.091
65 H 7.013 2.022 -2.094  C52 1.093
66 H 6.779 2.051 -3.741  C52 1.090
67 H 8.478 0.285 -1.179  C54 1.092
68 H 7.821 -1.313 -1.367  C54 1.089
69 H 6.865 0.175 -0.813  C54 1.091
70 C 3.497 -0.410 0.441  O71 1.441, H79 1.090, H80 1.091, H81 1.092
71 O 2.240 0.059 -0.086  C70 1.441, C72 1.428
72 C 1.521 0.820 0.886  O71 1.428, C73 1.551, H82 1.092, H83 1.092
73 C 0.181 1.380 0.343  C72 1.551, N74 1.509, H84 1.091, H85 1.091
74 N -0.952 1.189 1.322  C73 1.509, C75 1.505, H86 1.014
75 C -1.404 -0.241 1.435  N74 1.505, C76 1.551, H87 1.091, H88 1.090
76 C -2.334 -0.674 0.271  C75 1.551, O77 1.429, H89 1.090, H90 1.092
77 O -1.640 -0.857 -0.964  C76 1.429, C78 1.422
78 C -0.481 -1.679 -0.912  O77 1.422, H91 1.091, H92 1.090, H93 1.090
79 H 4.118 -0.910 -0.303  C70 1.090
80 H 3.303 -1.146 1.223  C70 1.091
81 H 4.215 0.302 0.851  C70 1.092
82 H 2.059 1.687 1.272  C72 1.092
83 H 1.316 0.240 1.788  C72 1.092
84 H -0.062 1.043 -0.666  C73 1.091
85 H 0.308 2.437 0.103  C73 1.091
86 H -1.617 1.685 0.739  N74 1.014
87 H -1.937 -0.329 2.383  C75 1.091
88 H -0.574 -0.932 1.580  C75 1.090
89 H -3.089 0.096 0.110  C76 1.090
90 H -2.878 -1.582 0.540  C76 1.092
91 H -0.304 -2.125 -1.892  C78 1.091
92 H -0.539 -2.478 -0.173  C78 1.090
93 H 0.348 -0.975 -0.845  C78 1.090
94 C -0.857 -4.382 1.924  O95 1.457, H96 1.089, H97 1.091, H98 1.089
95 O -0.427 -3.202 2.663  C94 1.457, H99 0.961
96 H -1.796 -4.148 1.424  C94 1.089
97 H -0.187 -4.439 1.064  C94 1.091
98 H -0.865 -5.299 2.510  C94 1.089
99 H 0.478 -3.403 2.915  O95 0.961
100 C -1.854 1.305 -2.961  O101 1.465, H102 1.090, H103 1.088, H104 1.090
101 O -1.248 1.989 -4.106  C100 1.465, H105 0.960
102 H -2.901 1.030 -3.092  C100 1.090
103 H -1.248 0.412 -2.822  C100 1.088
104 H -1.781 1.979 -2.107  C100 1.090
105 H -1.499 2.912 -4.177  O101 0.960
106 C 4.637 1.442 4.045  O107 1.396, H108 1.090, H109 1.091, H110 1.091
107 O 3.877 2.186 4.949  C106 1.396, H111 0.959
108 H 4.245 1.523 3.032  C106 1.090
109 H 5.651 1.803 4.222  C106 1.091
110 H 4.689 0.375 4.272  C106 1.091
111 H 3.692 1.696 5.753  O107 0.959
112 C -3.558 4.071 0.344  O113 1.425, H114 1.090, H115 1.089, H116 1.091
113 O -2.922 2.822 0.086  C112 1.425, H117 0.961
114 H -3.892 4.152 1.378  C112 1.090
115 H -2.870 4.870 0.068  C112 1.089
116 H -4.437 4.175 -0.293  C112 1.091
117 H -3.570 2.130 -0.072  O113 0.961
118 C -0.437 5.429 -1.968  O119 1.427, H120 1.091, H121 1.089, H122 1.091
119 O 0.643 5.164 -1.075  C118 1.427, H123 0.959
120 H -0.736 6.476 -1.910  C118 1.091
121 H -0.151 5.174 -2.987  C118 1.089
122 H -1.303 4.915 -1.548  C118 1.091
123 H 0.819 5.867 -0.447  O119 0.959
124 C -1.649 1.914 4.604  O125 1.396, H126 1.089, H127 1.092, H128 1.092
125 O -1.784 3.004 3.742  C124 1.396, H129 0.961
126 H -1.983 2.129 5.618  C124 1.089
127 H -2.251 1.101 4.194  C124 1.092
128 H -0.641 1.499 4.655  C124 1.092
129 H -1.464 2.825 2.853  O125 0.961
130 C -2.748 -3.856 -3.357  O131 1.428, H132 1.091, H133 1.091, H134 1.091
131 O -3.507 -3.112 -2.403  C130 1.428, H135 0.962
132 H -3.411 -4.190 -4.157  C130 1.091
133 H -1.998 -3.348 -3.965  C130 1.091
134 H -2.288 -4.777 -2.994  C130 1.091
135 H -2.880 -2.505 -2.000  O131 0.962
136 C -1.860 -2.657 5.391  O137 1.400, H138 1.092, H139 1.092, H140 1.090
137 O -2.763 -3.067 4.404  C136 1.400, H141 0.962
138 H -1.193 -3.488 5.626  C136 1.092
139 H -1.142 -1.851 5.228  C136 1.092
140 H -2.424 -2.312 6.258  C136 1.090
141 H -2.266 -3.050 3.581  O137 0.962

Computed properties:
HOMO-LUMO gap (eV): 8.5908
LUMO level (eV): 0.3
E_HOMO (eV): -8.3
Charge: 0